(1)
ORCA calculation (ωB97M-V with the def2-TZVPD basis set) on a single C4H6 molecule at a distorted geometry.

For the energy relative to the best compared isomer or geometry (same formula, charge and spin), the calculation gives 465.1 kJ/mol. The orbital gap comes out at 8.8 eV. The value obtained for the HOMO energy is -0.331 hartree.

Structure (XYZ):
```
10
Properties=species:S:1:pos:R:3:forces:R:3
C -1.852 -0.679 0.026 2.6941 1.1603 -1.6177
C 1.274 -0.401 -0.192 -3.0122 -2.7999 1.6201
C -0.329 -0.465 0.160 1.0729 1.2358 -0.7152
C -1.172 0.722 -0.207 -1.1774 -0.3471 2.7360
H 1.730 0.161 0.595 0.1497 0.3599 0.4583
H 1.597 -1.449 -0.135 0.3954 0.4519 -0.2652
H -0.279 -0.611 1.214 -0.1948 -0.3525 1.2244
H 1.453 0.041 -1.103 0.3290 0.8163 -2.1677
H -0.949 1.373 -1.049 -0.2011 -0.8001 -0.3268
H -1.473 1.307 0.691 -0.0556 0.2753 -0.9464
```
Positions in Å, forces in eV/Å.

---

(2)
ORCA calculation (ωB97M-V with the def2-TZVPD basis set) on 2 unconnected molecules or ions with the total composition C4H14N3 at a distorted geometry.

For the energy relative to the best compared isomer or geometry (same formula, charge and spin), the calculation gives 53.6 kJ/mol. The orbital gap comes out at 10.7 eV. The value obtained for the HOMO energy is -0.489 hartree. As for the charge: +1.

Structure (XYZ):
```
21
Properties=species:S:1:pos:R:3:forces:R:3
C 0.056 2.095 0.466 -0.3970 0.2282 -0.1409
C 1.416 1.852 -0.142 0.3062 -0.1631 0.5911
N 2.042 0.673 0.562 0.5027 0.6539 -0.6819
H -0.474 2.925 -0.003 0.2640 0.0413 -0.1481
H -0.572 1.218 0.295 -0.0119 -0.0117 0.3033
H 0.096 2.337 1.527 0.0719 -0.1971 0.0674
H 1.315 1.605 -1.196 0.2399 -0.0718 -0.0695
H 2.126 2.666 -0.016 -0.2662 0.2670 -0.1994
H 2.186 0.877 1.545 -0.3567 -0.0284 0.2730
H 2.981 0.491 0.206 -0.0733 0.0145 -0.1973
H 1.453 -0.260 0.370 0.1588 -0.3807 0.2616
C -2.620 -1.491 -0.800 -0.3595 -0.1334 -0.2101
N -1.180 -1.280 -0.801 -0.4559 0.0408 0.4446
C -0.369 -1.900 0.049 0.6641 -0.1041 0.2407
N 0.881 -1.599 0.238 -0.5808 -0.3512 -0.2285
H -2.983 -1.609 -1.820 0.0610 0.0668 -0.0119
H -2.871 -2.406 -0.269 0.1678 -0.0095 0.0604
H -3.162 -0.671 -0.329 0.1025 0.0545 0.0132
H -0.844 -0.483 -1.316 0.2397 -0.0855 -0.0943
H -0.793 -2.716 0.631 -0.3275 -0.0899 -0.3581
H 1.316 -2.324 0.802 0.0503 0.2593 0.0847
```
Positions in Å, forces in eV/Å.

---

(3)
ORCA calculation (ωB97M-V with the def2-TZVPD basis set) on a molecular structure, C6H9INO at a distorted geometry.

For the energy relative to the best compared isomer or geometry (same formula, charge and spin), the calculation gives 229.0 kJ/mol. The orbital gap comes out at 9.2 eV. The value obtained for the HOMO energy is -0.474 hartree. As for the charge: +1.

Structure (XYZ):
```
18
Properties=species:S:1:pos:R:3:forces:R:3
C -0.668 -0.552 1.253 3.1003 2.8157 -3.1126
C 0.572 0.764 0.539 -3.7019 -5.7511 -0.3661
C -0.991 -1.064 0.038 -1.3541 0.0649 2.7393
C 1.444 1.572 1.324 1.8332 0.5732 2.5939
C -2.019 -2.125 -0.114 -1.2231 1.9162 -1.6109
C 1.106 0.978 -1.977 -1.3775 0.0281 0.9618
N 0.425 0.470 -0.718 1.1051 0.6757 -0.3724
O -0.467 -0.537 -1.089 0.4511 0.7239 1.0612
I -1.034 -1.047 3.220 0.2287 0.3894 -0.8175
H 2.589 1.640 1.099 -2.2572 -0.2458 -0.1110
H 0.981 2.568 1.297 0.4370 0.1270 0.3032
H 1.351 1.163 2.431 0.2114 0.9931 -2.1785
H -2.897 -1.765 -0.728 1.0052 -0.1009 0.4502
H -1.578 -2.890 -0.671 0.4231 -1.7691 -0.5686
H -2.453 -2.395 0.816 0.1160 -0.5305 0.8253
H 1.546 0.134 -2.500 0.2483 0.0001 0.2625
H 0.277 1.368 -2.611 0.8337 0.1143 0.4873
H 1.818 1.718 -1.610 -0.0792 -0.0241 -0.5472
```
Positions in Å, forces in eV/Å.

---

(4)
ORCA calculation (ωB97M-V with the def2-TZVPD basis set) on a molecular structure, C26H48OP2Yb at a distorted geometry.

For the energy relative to the best compared isomer or geometry (same formula, charge and spin), the calculation gives 0.0 kJ/mol. The expectation value of S² is 0.766. The orbital gap (alpha / beta) comes out at 5.0 / 4.9 eV. The value obtained for the HOMO energy (alpha / beta) is -0.337 / -0.334 hartree. As for the charge: +1. As for the spin multiplicity: 2.

Structure (XYZ):
```
78
Properties=species:S:1:pos:R:3:forces:R:3
Yb -0.301 2.121 -1.869 1.9095 2.0084 8.1511
C -0.850 -2.248 2.965 -0.7023 2.3691 1.6327
C 0.469 -2.636 2.551 1.9363 1.0540 0.3135
C 0.642 -0.761 3.868 0.7118 -0.4870 -0.6018
C -0.735 -1.082 3.765 -0.8847 -2.0861 -1.5026
C 1.388 -1.709 3.102 -0.9877 -0.7212 -0.5163
C -2.097 -2.967 2.640 -0.6064 -0.4906 -0.0605
H -2.189 -3.172 1.560 0.0118 -0.0683 0.4584
H -2.987 -2.405 2.956 0.2457 -0.1817 -0.0943
H -2.131 -3.946 3.144 -0.0098 0.1723 -0.1113
C -1.833 -0.320 4.384 -0.4381 0.4833 0.3911
H -2.800 -0.812 4.262 0.1056 0.0455 0.0483
H -1.927 0.690 3.959 0.0202 -0.1074 0.0864
H -1.661 -0.194 5.460 -0.1208 0.0330 -0.0706
C 1.198 0.361 4.650 0.3788 0.4391 0.3829
H 0.730 0.415 5.646 0.1068 0.0467 -0.3083
H 1.028 1.337 4.159 -0.0819 -0.2966 0.1356
H 2.286 0.268 4.795 -0.4112 0.0023 -0.0313
C 2.859 -1.744 2.954 0.7873 -0.2148 0.0550
H 3.298 -2.616 3.460 0.0175 0.2239 -0.0799
H 3.324 -0.843 3.365 0.0142 -0.1477 0.0068
H 3.154 -1.810 1.889 0.0484 -0.0795 0.7351
C 0.800 -3.800 1.702 0.1470 -1.1356 -0.0715
H 0.967 -4.708 2.300 0.0049 0.1238 0.1008
H 1.720 -3.606 1.124 -0.4834 -0.4038 0.4939
H -0.012 -4.042 0.986 0.6880 0.0545 0.7829
C -1.797 2.420 -3.380 -2.3616 -0.5633 -0.5998
C -1.768 1.061 -3.187 -2.9705 0.1919 -2.1773
C -1.410 0.129 -4.316 0.5337 -0.7397 0.0594
C 0.101 0.242 -4.708 -0.7981 -0.4288 -0.7651
C 1.025 0.614 -3.568 1.9409 0.3961 -1.3212
C 1.406 1.902 -3.315 1.3008 -1.5072 -0.9556
C 0.714 3.144 -3.876 0.0754 0.8317 0.1190
C -0.844 3.191 -4.251 0.1077 0.9818 -0.8358
H -2.058 0.343 -5.202 0.5370 -0.1276 0.7122
H 0.161 0.962 -5.542 0.2664 -0.1313 0.4589
H -1.635 -0.905 -3.996 0.1433 0.4815 -0.1600
H -0.918 3.038 -5.344 -0.2584 -0.2814 0.6330
H -2.409 3.056 -2.676 0.7244 -0.6523 -0.4514
H -2.271 0.609 -2.300 -0.0779 0.4469 -0.7589
H -1.103 4.249 -4.055 0.1514 -0.4553 -0.5517
H 0.819 3.950 -3.108 0.3578 -0.2877 -0.4478
H 2.232 2.123 -2.575 -0.7999 -0.3616 -0.8510
H 1.269 3.508 -4.764 -0.2890 -0.1746 0.5472
H 0.410 -0.734 -5.142 -0.0348 0.6189 0.3528
H 1.622 -0.245 -3.192 -0.4839 0.9984 0.1739
P -0.937 -2.726 -0.672 -0.0255 0.2940 -0.2682
C -2.008 -1.312 -0.189 0.0023 -0.1080 0.2307
C -1.623 -3.295 -2.304 -0.0378 0.4708 -0.0065
P 2.071 -1.619 -0.081 -0.7282 0.5968 -0.6665
C 0.569 -1.776 -1.218 0.2017 0.0151 -0.2010
C 3.403 -1.605 -1.335 0.1144 -0.0708 -0.0939
C 2.044 0.209 0.272 0.1267 0.0389 -0.4537
H -1.944 -1.159 0.898 -0.0362 0.0084 -0.3426
H -3.030 -1.586 -0.455 -0.0797 0.3161 0.1002
H -1.699 -0.374 -0.663 -0.1724 -0.0198 -0.1154
H -0.851 -3.162 -3.067 -0.1474 -0.1950 -0.0908
H -2.509 -2.721 -2.606 0.1128 -0.1965 0.0288
H -1.884 -4.358 -2.226 0.0539 0.3425 -0.0988
H 1.932 0.815 -0.660 0.0376 -0.3076 0.3130
H 3.018 0.501 0.703 -0.4806 -0.0915 -0.0143
H 1.238 0.453 0.966 0.0694 0.0260 0.1334
H 0.287 -0.754 -1.542 -0.1060 -0.3154 -0.1165
H 0.898 -2.349 -2.099 0.1454 0.3376 0.1072
H 4.351 -1.749 -0.797 -0.1711 0.0915 -0.3169
H 3.420 -0.645 -1.858 0.2327 -0.1910 -0.2476
H 3.257 -2.448 -2.029 0.2053 0.3417 0.1614
C 0.499 3.811 2.086 0.2898 0.4071 0.8061
C -0.634 3.227 1.253 -0.2314 -0.3853 -0.4999
C -1.984 3.622 1.867 -0.2485 -0.4250 0.7782
O -0.580 3.491 -0.132 0.3296 -0.8534 -1.3166
H 0.980 4.719 1.682 -0.2994 -0.4761 -0.1066
H 1.257 3.052 2.313 0.1424 0.2360 -0.2704
H 0.062 4.090 3.066 0.5678 -0.0580 -0.4198
H -0.552 2.119 1.340 -0.0671 0.1789 0.4242
H -2.497 4.442 1.350 0.1692 -0.3337 -0.1357
H -2.606 2.711 1.938 -0.1771 0.6198 -0.2699
H -1.830 3.949 2.915 -0.2651 -0.1660 -0.5385
```
Positions in Å, forces in eV/Å.

---

(5)
ORCA calculation (ωB97M-V with the def2-TZVPD basis set) on a molecular structure, C28H32N6O3ReSe.

For the energy relative to the best compared isomer or geometry (same formula, charge and spin), the calculation gives 17.4 kJ/mol. The expectation value of S² is 3.817. The orbital gap (alpha / beta) comes out at 6.8 / 5.7 eV. The value obtained for the HOMO energy (alpha / beta) is -0.716 / -0.739 hartree. As for the charge: +4. As for the spin multiplicity: 4.

Structure (XYZ):
```
71
Properties=species:S:1:pos:R:3:forces:R:3
Re 1.787 -0.798 1.460 -0.1526 0.1635 -0.2656
O 5.986 2.778 1.299 0.0032 0.0227 -0.0020
C 4.947 3.538 1.281 -0.0264 -0.0003 0.0026
C 5.199 4.950 1.338 0.0321 -0.0217 -0.0028
C 4.155 5.834 1.348 -0.0482 0.0028 -0.0024
C 2.843 5.348 1.298 0.0341 -0.0081 0.0040
C 2.576 3.951 1.231 -0.0147 0.0317 0.0037
C 3.590 3.036 1.217 -0.0399 0.0110 0.0111
C 3.306 1.591 1.185 -0.0362 -0.0838 -0.0249
O 2.050 1.178 1.102 0.1717 0.0269 0.0306
N 4.304 0.757 1.237 -0.0094 -0.0425 -0.0081
N 3.832 -0.538 1.242 0.0036 0.0055 -0.0011
C 4.594 -1.562 1.097 -0.0049 0.0029 0.0057
C 3.917 -2.855 1.110 0.0059 0.0297 0.0078
C 4.588 -4.052 1.027 0.0095 -0.0161 -0.0027
C 3.855 -5.243 1.071 -0.0089 -0.0024 0.0009
C 2.481 -5.177 1.191 0.0220 0.0066 0.0001
C 1.861 -3.932 1.266 0.0117 -0.0217 -0.0087
N 2.553 -2.791 1.223 -0.0759 0.0505 0.0518
H 5.731 1.821 1.279 0.0156 -0.0121 0.0006
H 6.234 5.266 1.380 -0.0013 -0.0008 -0.0003
H 4.339 6.899 1.399 -0.0006 -0.0001 -0.0015
H 2.012 6.041 1.315 -0.0060 -0.0064 -0.0020
H 1.549 3.611 1.203 -0.0012 0.0091 -0.0020
H 5.668 -1.460 0.970 -0.0013 -0.0143 0.0025
H 5.667 -4.066 0.935 -0.0010 0.0026 0.0010
H 4.362 -6.198 1.017 0.0007 0.0002 0.0002
H 1.878 -6.073 1.238 -0.0053 0.0042 0.0035
H 0.788 -3.848 1.378 -0.0010 0.0056 0.0029
C -3.933 1.413 1.032 0.0263 -0.0226 0.0059
C -4.595 0.367 1.920 -0.0764 0.0368 -0.0260
C -4.969 -0.932 1.210 0.1198 0.0169 -0.0049
C -3.806 -1.888 0.926 -0.1585 0.0014 0.0800
N -2.960 -1.505 -0.239 0.1909 0.0413 0.0103
C -1.634 -1.066 -0.218 -0.0036 0.0056 0.2163
Se -0.791 -0.798 1.447 -0.0014 -0.1183 -0.1090
N -1.218 -0.887 -1.463 -0.0520 0.0188 -0.1453
C 0.079 -0.346 -1.903 -0.0163 0.0323 -0.1273
C -0.008 1.018 -2.584 0.0154 0.0184 0.0624
C -0.721 2.106 -1.775 -0.0223 0.0336 -0.0575
C -2.220 2.208 -2.048 -0.0021 0.0028 0.0326
C -2.262 -1.232 -2.343 0.1542 0.0287 0.1507
C -2.342 -1.280 -3.698 -0.1814 -0.0556 -0.1571
C -3.592 -1.709 -4.240 0.2595 0.0892 0.0344
C -4.690 -2.086 -3.428 -0.0613 -0.0200 0.1130
C -4.596 -2.053 -2.068 0.0237 0.0092 0.0282
C -3.354 -1.610 -1.517 -0.1445 -0.0547 -0.1003
H -3.778 2.340 1.582 -0.0159 0.0112 -0.0086
H -4.559 1.644 0.167 -0.0002 0.0097 -0.0015
H -2.950 1.101 0.663 -0.0027 0.0015 -0.0075
H -5.516 0.792 2.321 0.0081 -0.0012 0.0072
H -3.974 0.144 2.792 0.0165 -0.0205 -0.0062
H -5.512 -0.716 0.285 -0.0186 0.0030 0.0052
H -5.655 -1.502 1.839 0.0005 -0.0219 -0.0019
H -4.169 -2.892 0.703 0.0119 0.0043 -0.0268
H -3.153 -1.960 1.791 0.0354 -0.0245 -0.0209
H 0.543 -1.087 -2.556 -0.0048 -0.0329 0.0389
H 0.681 -0.249 -0.997 0.0136 -0.0145 0.0498
H -0.466 0.924 -3.570 -0.0004 -0.0120 -0.0021
H 1.031 1.300 -2.771 -0.0013 -0.0080 -0.0334
H -0.273 3.065 -2.039 0.0217 -0.0115 0.0234
H -0.529 1.965 -0.704 -0.0068 -0.0160 0.0084
H -2.406 2.387 -3.108 0.0071 0.0103 0.0009
H -2.655 3.039 -1.495 -0.0169 -0.0019 -0.0119
H -2.774 1.313 -1.757 0.0008 -0.0202 0.0109
H -1.529 -1.023 -4.362 0.0140 0.0086 0.0202
H -3.689 -1.751 -5.319 -0.0404 -0.0155 0.0028
H -5.608 -2.411 -3.900 0.0098 0.0032 -0.0226
H -5.415 -2.352 -1.429 -0.0083 0.0020 -0.0141
O 1.634 -0.904 4.328 -0.0153 0.0072 -0.0222
N 1.683 -0.896 3.192 0.0470 -0.0696 0.2012
```
Positions in Å, forces in eV/Å.

---

(6)
ORCA calculation (ωB97M-V with the def2-TZVPD basis set) on a single C2H4N4 molecule at a distorted geometry.

For the energy relative to the best compared isomer or geometry (same formula, charge and spin), the calculation gives 382.8 kJ/mol. The orbital gap (alpha / beta) comes out at 8.1 / 8.1 eV. The value obtained for the HOMO energy (alpha / beta) is -0.282 / -0.282 hartree.

Structure (XYZ):
```
10
Properties=species:S:1:pos:R:3:forces:R:3
C -0.636 0.560 1.541 0.9176 -1.1406 -0.9858
C 0.920 0.037 -0.168 0.1929 -0.3988 0.1555
N 0.560 0.180 0.993 1.0701 0.8345 -1.4292
N -1.630 0.436 0.684 -2.2010 0.7315 0.9339
N -1.476 0.119 -0.527 0.5473 -0.7873 0.1358
N 1.759 -0.547 -1.077 -0.6267 5.2706 0.6471
H -0.752 0.775 2.601 0.0714 -0.1268 -0.5729
H -2.438 0.029 -0.921 1.0367 0.4713 -0.0198
H 2.012 -0.120 -1.989 -0.6259 0.0983 1.4001
H 1.681 -1.468 -1.136 -0.3824 -4.9526 -0.2647
```
Positions in Å, forces in eV/Å.

---

| no. | E (eV) |
| --- | --- |
| 1 | -4239.1403 |
| 2 | -8839.4667 |
| 3 | -17995.4365 |
| 4 | -79883.1394 |
| 5 | -112073.3681 |
| 6 | -8095.3461 |